w | The following is a quantum chemistry calculation of a molecular structure, C3H7ClN2S, from the OMol25 dataset.

Kohn-Sham gap	9.44	eV
LUMO	0.435	eV
E_HOMO	-9.01	eV

Geometry as ORCA input:
```
! wB97M-V def2-TZVPD RIJCOSX def2/J DEFGRID3
* xyz 0 1
H 1.8592 -0.3266 1.5018
H 2.6813 1.6395 -0.7657
N -0.9837 -0.7152 0.1650
C 0.1822 -0.2427 0.1640
H -0.1531 1.2192 -1.4075
C -2.2487 -0.1825 -0.1668
S 1.7597 2.0043 0.1608
H -2.5345 -0.4653 -1.3276
C 1.3622 -1.0365 0.8138
Cl 2.4022 -1.5199 -0.3664
H 0.6111 -1.7641 1.1569
H -3.1805 -0.7055 0.6809
N 0.5205 1.0125 -0.4425
H -2.2779 1.0828 -0.1667
*
```



x | The following is a quantum chemistry calculation of a single C3H7ClN2S molecule, from the OMol25 dataset.

SMILES	S=CNNCCCl
Kohn-Sham gap	8.82	eV
LUMO	0.254	eV
E_HOMO	-8.57	eV

Geometry as ORCA input:
```
! wB97M-V def2-TZVPD RIJCOSX def2/J DEFGRID3
* xyz 0 1
H -1.2257 -0.7510 1.0151
N -1.3101 0.6415 -0.5291
S -3.0444 -1.4678 -0.1907
H 1.4187 0.8484 -1.2569
H -0.4285 1.6594 0.9732
C 1.2459 -0.9372 0.2639
H 0.5377 -1.5848 -0.2597
H -1.7907 0.9095 -1.5046
C 1.0403 0.6799 -0.1655
H 0.9537 -0.8975 1.2998
C -1.8849 -0.3376 0.1950
N -0.2347 1.2494 0.0791
H 1.7920 1.2341 0.3416
Cl 2.9306 -1.2463 -0.2612
*
```



Most favorable structure: x. The second most favorable one is 0.0420 hartree above it.